The following is a DFT calculation (ωB97M-V/def2-TZVPD) of a molecular structure, C28H21BrClFN2O4Pt at a distorted geometry.

Element x y z (Å)
Pt 0.467 -2.167 -0.098
C 3.990 -2.463 -0.234
O 2.990 -1.465 -0.408
C 3.376 -0.164 -0.259
C 4.688 0.234 -0.087
C 4.964 1.588 0.082
Br 6.764 2.117 0.324
C 3.974 2.539 0.068
C 2.651 2.134 -0.133
C 2.357 0.793 -0.287
O 1.073 0.349 -0.508
C 1.589 3.159 -0.180
N 1.697 4.354 0.324
C 0.494 4.982 0.019
C 0.063 6.275 0.316
C -1.192 6.655 -0.118
C -2.018 5.770 -0.835
C -1.610 4.485 -1.134
C -0.342 4.117 -0.690
N 0.378 2.944 -0.792
H 4.716 -2.434 -1.049
H 3.468 -3.413 -0.240
H 4.501 -2.336 0.722
H 5.494 -0.484 -0.072
H 4.186 3.592 0.196
H 0.460 0.684 0.165
H 0.704 6.951 0.870
H -1.554 7.653 0.096
H -2.997 6.103 -1.158
H -2.247 3.801 -1.681
H 0.134 2.134 -1.337
Cl -5.083 -1.607 4.595
C -3.952 -1.388 3.282
C -4.440 -1.103 1.987
C -3.580 -0.919 0.944
C -2.158 -0.983 1.112
O -1.391 -0.792 0.112
C -1.692 -1.301 2.433
C -0.316 -1.507 2.756
O 0.677 -1.328 2.029
C -2.617 -1.494 3.492
H -5.510 -1.035 1.833
H -3.948 -0.699 -0.052
H -0.130 -1.849 3.790
H -2.242 -1.725 4.484
F -3.657 -2.712 -3.567
C -2.621 -3.091 -2.811
C -1.351 -2.966 -3.326
C -0.283 -3.365 -2.531
C -0.497 -3.867 -1.239
C 0.641 -4.143 -0.369
C -1.820 -3.975 -0.761
C -2.884 -3.594 -1.542
H -1.209 -2.569 -4.322
H 0.731 -3.297 -2.908
H 1.565 -4.426 -0.874
H 0.443 -4.750 0.510
H -1.989 -4.344 0.245
H -3.904 -3.660 -1.188

Energy above the lowest of the compared OMol25 structures with the same formula, charge and spin ... 1.809 eV
HOMO energy ... -7.62 eV
Molecular weight ... 778.92 g mol⁻¹
F_max ... 0.0255 Eh/bohr
Electronic energy ... -4743.39651 Ha
Kohn-Sham gap ... 6.607 eV

Here are the natural (NBO) charges for atoms 1 to 6, given in e: atom 1 (Pt): 0.8501, atom 2 (C): -0.2485, atom 3 (O): -0.5050, atom 4 (C): 0.2632, atom 5 (C): -0.3054, atom 6 (C): -0.0757